1.
Molecular formula: C29H45BN6O2RbS
Method: DFT, the ωB97M-V functional and the def2-TZVPD basis

Output
**Charge**: -1
**Multiplicity**: 1
**Gap between HOMO and LUMO**: 6.739 eV
**E**: -2058.35730 hartree
**Strongest force on any atom**: 0.1 eV/Å
**Molar mass**: 638.1 Da

Cartesian coordinates (Å):
Rb  0.1415  0.1870  -0.3776
C  0.8896  -4.9222  1.1737
C  0.1244  -4.3064  -0.0009
C  -0.1211  -5.3483  -1.0884
C  -1.1553  -3.6835  0.4807
C  -2.4174  -4.2774  0.6784
C  -3.1809  -3.2707  1.2283
N  -2.4130  -2.1733  1.3418
N  -1.1708  -2.4125  0.8678
B  -2.8821  -0.7587  1.7586
N  -2.8926  0.1067  0.4711
C  -3.0314  -0.3359  -0.7920
C  -3.0477  0.7574  -1.6323
C  -2.9192  1.8561  -0.7637
N  -2.8329  1.4517  0.4998
C  -2.8671  3.3204  -1.1009
C  -4.1258  4.0371  -0.6103
C  -1.6119  3.9667  -0.5187
N  -1.9605  -0.1221  2.8043
C  -2.2492  0.0741  4.1007
C  -1.1492  0.6371  4.7122
C  -0.2091  0.7576  3.6714
N  -0.7086  0.2967  2.5333
C  1.2039  1.2670  3.7129
C  2.1896  0.1070  3.8665
C  1.4049  2.3008  4.8167
H  1.8457  -5.3327  0.8406
H  0.3095  -5.7282  1.6312
H  1.0830  -4.1691  1.9379
H  0.7434  -3.5030  -0.4124
H  -0.7138  -6.1824  -0.7036
H  0.8265  -5.7553  -1.4485
H  -0.6551  -4.9215  -1.9398
H  -2.7210  -5.2888  0.4657
H  -4.2096  -3.2511  1.5487
H  -3.9825  -0.8671  2.2465
H  -3.0840  -1.3914  -1.0033
H  -3.1009  0.7611  -2.7085
H  -2.8239  3.3971  -2.1922
H  -4.1990  3.9518  0.4753
H  -5.0252  3.5943  -1.0415
H  -4.0990  5.0971  -0.8752
H  -1.6128  3.8704  0.5684
H  -1.5643  5.0275  -0.7780
H  -0.7117  3.4840  -0.9019
H  -3.2187  -0.1918  4.4885
H  -1.0518  0.9320  5.7430
H  1.3951  1.7492  2.7488
H  2.0315  -0.4012  4.8211
H  3.2222  0.4635  3.8338
H  2.0487  -0.6258  3.0714
H  1.2428  1.8533  5.8004
H  0.7101  3.1348  4.7091
H  2.4234  2.6937  4.7960
C  2.5147  -3.0625  -3.7160
S  2.0705  -1.4138  -3.0818
O  1.9743  -1.6776  -1.6090
C  0.3998  -1.4986  -3.7404
C  -0.5950  -2.0822  -2.9750
C  -1.8729  -2.2078  -3.5037
C  -2.1476  -1.7428  -4.7808
C  -1.1424  -1.1479  -5.5335
C  0.1366  -1.0237  -5.0146
H  1.8292  -3.8043  -3.3075
H  3.5327  -3.2653  -3.3872
H  2.4674  -3.0501  -4.8058
H  -0.3683  -2.4093  -1.9674
H  -2.6528  -2.6697  -2.9103
H  -3.1474  -1.8322  -5.1869
H  -1.3605  -0.7654  -6.5231
H  0.9194  -0.5403  -5.5844
C  2.1359  3.3036  -2.4624
C  1.5727  2.1806  -3.3573
C  0.3092  2.7125  -4.0668
C  2.6364  1.8731  -4.4331
O  1.2752  1.0725  -2.6111
H  2.3813  4.2136  -3.0214
H  3.0383  2.9441  -1.9622
H  1.4018  3.5586  -1.6941
H  0.4999  3.6048  -4.6744
H  -0.4493  2.9564  -3.3189
H  -0.0989  1.9288  -4.7105
H  2.9106  2.7624  -5.0121
H  2.2620  1.1175  -5.1269
H  3.5328  1.4728  -3.9542

Forces on the atoms, in the same order (eV/Å):
Rb 0.0124 0.0049 0.0960
C -0.0104 0.0180 0.0065
C 0.0225 0.0061 -0.0092
C -0.0022 0.0050 -0.0204
C 0.0836 0.0446 -0.0181
C 0.0134 -0.0849 -0.0065
C 0.0128 0.0376 0.0757
N -0.0288 0.0630 -0.0797
N -0.0687 -0.0460 -0.0193
B 0.0541 0.0339 -0.0252
N -0.0395 0.0124 0.0337
C -0.0378 -0.0934 -0.0768
C 0.0253 -0.0113 -0.0224
C 0.0080 0.0328 0.0422
N 0.0041 0.0167 -0.0078
C -0.0021 -0.0439 -0.0122
C -0.0025 0.0066 0.0125
C 0.0065 0.0347 0.0115
N 0.0723 0.0141 0.0157
C -0.0437 -0.0064 0.0636
C -0.0166 0.0000 -0.0144
C 0.0141 -0.0033 -0.0477
N 0.0099 0.0227 0.0044
C -0.0062 0.0029 0.0193
C 0.0178 -0.0109 -0.0200
C -0.0041 0.0042 -0.0055
H 0.0084 -0.0022 -0.0015
H -0.0043 -0.0067 -0.0013
H 0.0027 -0.0034 0.0030
H -0.0122 -0.0021 -0.0031
H -0.0074 -0.0040 0.0019
H 0.0052 -0.0040 -0.0039
H 0.0009 0.0016 0.0017
H -0.0035 -0.0041 -0.0009
H -0.0075 -0.0012 0.0038
H -0.0576 -0.0205 0.0064
H -0.0066 0.0054 0.0137
H 0.0061 0.0035 -0.0098
H 0.0019 -0.0005 0.0083
H 0.0046 0.0027 0.0040
H -0.0012 -0.0027 -0.0100
H -0.0050 0.0042 -0.0007
H -0.0066 -0.0075 0.0025
H 0.0110 -0.0011 0.0038
H 0.0049 -0.0006 -0.0126
H 0.0030 0.0013 0.0064
H -0.0019 0.0036 0.0115
H 0.0027 -0.0028 0.0051
H -0.0051 0.0038 0.0075
H 0.0063 -0.0056 0.0039
H -0.0001 0.0029 0.0005
H -0.0022 -0.0102 0.0017
H -0.0001 0.0025 -0.0022
H 0.0037 0.0028 -0.0005
C -0.0384 0.0367 -0.0728
S 0.0610 -0.0609 0.0845
O -0.0621 0.0791 -0.0760
C 0.0149 -0.0258 0.0744
C 0.0253 0.0778 -0.0515
C -0.0001 -0.0085 0.0399
C -0.0284 -0.0100 -0.0046
C 0.0220 0.0171 -0.0305
C -0.0279 -0.0314 -0.0147
H -0.0114 -0.0025 0.0097
H 0.0200 0.0125 0.0172
H 0.0086 -0.0333 -0.0044
H -0.0141 -0.0705 -0.0035
H -0.0060 0.0116 -0.0059
H -0.0016 -0.0020 0.0011
H 0.0021 -0.0023 0.0001
H 0.0082 0.0090 -0.0078
C -0.0063 0.0050 0.0161
C 0.0047 -0.0767 -0.0202
C 0.0069 -0.0068 -0.0129
C 0.0045 0.0577 0.0016
O -0.0315 0.0391 0.0250
H -0.0002 0.0096 -0.0089
H 0.0040 -0.0095 0.0029
H 0.0045 0.0028 0.0010
H 0.0134 0.0038 -0.0065
H -0.0085 -0.0034 0.0207
H -0.0057 -0.0007 0.0026
H 0.0084 -0.0160 0.0000
H -0.0084 -0.0163 -0.0233
H 0.0085 -0.0004 0.0118

Atomic partial charges in e from the Löwdin method, atoms 1 to 5: Rb 0.83; C -0.06; C -0.38; C -0.07; C -0.31

***

2.
Molecular formula: C18H33I2N3O8PS
Method: DFT, the ωB97M-V functional and the def2-TZVPD basis

Output
**Charge**: +1
**Multiplicity**: 1
**Gap between HOMO and LUMO**: 6.562 eV
**E**: -2806.44555 hartree
**Strongest force on any atom**: 7.2 eV/Å
**Molar mass**: 736.3 Da

Cartesian coordinates (Å):
C  3.6963  5.3637  -2.0544
C  2.7397  4.3448  -2.3501
C  2.5769  3.2031  -1.2271
N  2.1067  1.8927  -1.7619
C  1.4880  1.0740  -0.7185
N  2.2763  0.4704  0.3428
I  2.2164  1.4390  2.1401
P  2.3244  -1.2615  0.4221
O  1.7391  -1.6898  1.7916
O  3.9080  -1.9368  0.4149
O  1.4573  -2.1078  -0.7582
N  0.1509  0.9969  -0.7597
C  -0.6671  0.2828  0.2590
C  -1.5937  -0.9039  -0.3060
C  -3.0216  -0.7889  0.4662
S  -2.6570  -1.0193  2.2984
C  -0.6210  1.6946  -1.8632
C  -0.8121  3.2718  -1.4892
C  -2.1929  3.7655  -2.2011
C  -3.4912  3.4105  -1.3487
O  -4.0921  4.2275  -0.5974
O  -4.0893  2.1078  -1.4294
C  3.1008  1.1922  -2.6057
I  2.2616  -0.5394  -3.6999
C  4.5104  0.8561  -1.9061
C  5.6415  0.4379  -3.0085
H  4.0835  5.4964  -0.9780
H  4.0699  6.1164  -2.8246
H  2.1920  4.3615  -3.3445
H  1.7347  3.5842  -0.5290
H  3.5135  3.1598  -0.5803
H  4.0127  -2.4459  -0.4318
H  0.8390  -1.5389  -1.2682
H  -1.3953  1.0737  0.6906
H  -0.0961  -0.1264  1.1532
H  -1.7397  -0.8423  -1.4375
H  -1.1344  -1.9198  -0.0729
H  -3.6543  -1.6823  0.1251
H  -3.5435  0.2057  0.2911
H  -1.8448  0.0079  2.7542
H  -0.1614  1.5371  -2.8919
H  -1.7019  1.2938  -1.9400
H  -1.0037  3.3466  -0.3688
H  0.0315  3.9252  -1.8796
H  -2.1883  4.9019  -2.3323
H  -2.3396  3.2905  -3.2358
H  -4.6331  1.9454  -0.6264
H  3.3673  1.9269  -3.4585
H  4.9671  1.7506  -1.3496
H  4.4781  -0.0047  -1.1633
H  6.3304  -0.3892  -2.6059
H  5.1929  0.0692  -3.9875
H  6.3246  1.3556  -3.1635
C  -1.9586  -5.7254  3.6920
C  -3.0242  -5.1129  4.5746
C  -3.9794  -6.1200  5.1463
O  -5.1510  -5.3399  5.3516
C  -5.1232  -4.3503  4.4142
O  -6.0508  -3.6461  4.1449
O  -3.8969  -4.2744  3.8201
H  -1.3796  -4.9447  3.1920
H  -1.2782  -6.3507  4.2743
H  -2.4064  -6.3367  2.9034
H  -2.5613  -4.5018  5.3579
H  -3.6250  -6.5505  6.0840
H  -4.2228  -6.9291  4.4505

Forces on the atoms, in the same order (eV/Å):
C -2.0733 -1.8328 -0.4005
C 3.1528 1.8433 1.2434
C -1.1785 2.1375 0.4257
N -0.2491 -1.1985 1.0217
C -0.8228 0.9441 -0.5288
N -1.0518 -0.8285 -2.6460
I 0.0355 0.1220 0.1300
P -1.0139 -5.0166 5.1032
O 1.5882 1.9070 -3.7619
O -3.0533 1.4287 -2.0990
O 1.5528 2.5863 0.9051
N 2.0334 -0.3876 -0.4165
C -1.6595 -0.1840 1.1530
C -0.6102 0.3733 -0.0343
C 1.5763 -0.0958 -0.4857
S -0.4270 -0.2473 0.0687
C -1.3168 1.3298 -0.4274
C -1.4196 -0.7577 -0.7911
C -0.5176 -0.4033 -0.1571
C -3.1823 1.7323 2.8170
O 2.9958 -2.7048 -2.8564
O 2.1657 1.2749 -0.2018
C 2.2292 1.2092 -0.3058
I 0.2316 0.8765 0.6549
C 1.1057 -1.0426 -0.5649
C 0.3424 0.4937 0.5552
H -0.3156 -0.5442 -1.9397
H -0.9991 -1.0144 1.2010
H 0.8135 -0.4636 1.4090
H 1.2753 -0.7748 -0.9276
H -1.0987 -0.1230 -1.0346
H 0.0812 0.5254 0.8862
H 0.5291 -0.4823 0.1453
H 1.2432 -1.0113 -0.8214
H -0.2278 0.6599 -1.4374
H 0.1565 0.0720 1.4186
H -0.5654 1.3940 -0.1559
H 0.7217 1.4340 0.9042
H 0.7296 -1.4335 0.0041
H -0.6774 -0.3935 -1.0703
H -0.2192 0.2162 1.6397
H 1.9150 0.1664 0.6305
H 0.6928 0.1353 -1.3625
H -1.0576 -0.9629 0.7866
H -0.1078 -1.7073 0.3619
H 0.4224 0.6376 1.4304
H 0.1884 0.8055 -0.6832
H -0.6574 -1.1524 1.3587
H -1.1624 -1.1069 -0.7965
H -0.3767 1.2199 -0.8887
H -1.1971 1.2044 -0.5187
H 0.6186 0.6255 1.2472
H -1.1811 -1.5135 -0.1491
C 0.0262 0.2184 -0.3813
C 0.9912 -0.4748 -0.3575
C 0.0894 -0.4240 0.5133
O -0.0723 0.4543 -0.3995
C -0.8315 0.5410 -0.1706
O 0.7061 -0.4611 0.1740
O -0.6289 0.0115 0.2807
H 0.0361 -0.0444 0.1722
H -0.0713 0.0884 0.0136
H -0.0546 0.0001 0.1527
H -0.1134 -0.0693 0.0228
H -0.2182 0.1147 -0.0012
H 0.1632 0.0735 -0.0581

Atomic partial charges in e from the Löwdin method, atoms 1 to 5: C 0.01; C -0.13; C -0.21; N -0.15; C -0.37

***

3.
Molecular formula: C31H70N2O9
Method: DFT, the ωB97M-V functional and the def2-TZVPD basis

Output
**Multiplicity**: 1
**Gap between HOMO and LUMO**: 6.859 eV
**E**: -2009.25191 hartree
**SMILES string**: CCCCCc1cccc2nccnc12.CCO.CCO.CCO.CCO.CCO.CCO.CCO.CCO.CCO
**Strongest force on any atom**: 7.1 eV/Å
**Molar mass**: 614.9 Da

Cartesian coordinates (Å):
C  1.2823  -1.8775  1.6259
C  2.3526  -0.9784  0.7694
C  2.2901  0.6354  1.0514
C  0.7826  1.2774  1.0966
C  -0.2180  0.7940  -0.1086
C  -1.6473  0.3137  0.6142
C  -2.4826  1.4280  1.5270
C  -3.8901  0.9886  2.3022
C  -4.3867  -0.5707  2.0810
C  -3.5757  -1.6825  1.1408
N  -4.1970  -3.0461  1.0273
C  -3.3443  -3.9626  0.1965
C  -1.9550  -3.5132  -0.5199
N  -1.3449  -2.1415  -0.4584
C  -2.1876  -1.2511  0.4108
H  1.6905  -2.3136  2.6333
H  1.0247  -2.8237  0.9453
H  0.2573  -1.3575  1.8475
H  3.4374  -1.3374  1.1154
H  2.2791  -1.2663  -0.3839
H  2.9067  0.9831  2.0109
H  2.8477  1.1552  0.1334
H  0.2833  0.9540  2.1149
H  0.8797  2.4519  1.0829
H  0.2234  -0.0334  -0.8150
H  -0.4583  1.7702  -0.7520
H  -2.1318  2.5348  1.6786
H  -4.4699  1.7710  2.9832
H  -5.3875  -0.8852  2.6234
H  -3.7286  -5.0736  0.0426
H  -1.3859  -4.3305  -1.1686
C  -2.5310  1.1005  -4.7453
C  -1.9971  0.7141  -3.3816
O  -1.7186  1.8806  -2.6213
H  -1.8054  1.7217  -5.2805
H  -2.7465  0.2123  -5.3458
H  -3.4472  1.6923  -4.6493
H  -1.0700  0.1419  -3.4813
H  -2.7223  0.1035  -2.8349
H  -2.5498  2.3773  -2.5313
C  6.2778  1.5939  -0.6356
C  6.1839  1.3753  0.8602
O  5.1812  0.4118  1.1476
H  5.3172  1.9346  -1.0357
H  7.0435  2.3376  -0.8738
H  6.5228  0.6585  -1.1493
H  5.9173  2.3073  1.3674
H  7.1369  1.0221  1.2658
H  5.4315  -0.4144  0.6997
C  -2.8220  4.7602  3.9674
C  -1.4067  5.2992  3.9468
O  -0.6794  4.7121  2.8779
H  -2.8172  3.6713  4.0823
H  -3.3948  5.1996  4.7888
H  -3.3334  4.9784  3.0242
H  -0.8921  5.0598  4.8821
H  -1.4025  6.3860  3.8192
H  -1.1398  4.9376  2.0514
C  -2.4333  6.2992  7.9545
C  -2.8019  7.6395  7.3530
O  -4.1551  7.6225  6.9229
H  -2.5748  5.4972  7.2226
H  -1.3914  6.2943  8.2870
H  -3.0774  6.0677  8.8090
H  -2.1708  7.8569  6.4863
H  -2.6755  8.4452  8.0827
H  -4.7078  7.4370  7.7013
C  1.6690  -5.5777  -3.2943
C  2.2029  -5.9642  -1.9305
O  2.4814  -4.7977  -1.1703
H  2.3946  -4.9565  -3.8295
H  1.4535  -6.4660  -3.8947
H  0.7528  -4.9860  -3.1983
H  3.1300  -6.5363  -2.0303
H  1.4777  -6.5748  -1.3839
H  1.6502  -4.3010  -1.0803
C  -1.6995  5.4727  -5.1718
C  -0.9160  4.5124  -6.0425
O  -1.6568  4.2054  -7.2143
H  -2.6645  5.0379  -4.8915
H  -1.1439  5.7161  -4.2618
H  -1.9134  6.4001  -5.7131
H  -0.7235  3.5788  -5.5057
H  0.0448  4.9451  -6.3377
H  -1.8152  5.0398  -7.6880
C  -6.8157  1.1395  -0.6855
C  -6.1068  2.2146  -1.4828
O  -4.7740  2.3651  -1.0163
H  -6.8271  1.3947  0.3792
H  -7.8462  1.0142  -1.0298
H  -6.2940  0.1813  -0.7776
H  -6.6185  3.1750  -1.3703
H  -6.0798  1.9605  -2.5468
H  -4.3259  1.5093  -1.1283
C  3.5368  -9.1037  -4.6582
C  3.0908  -9.7083  -3.3430
O  1.6732  -9.6983  -3.2605
H  3.1718  -8.0757  -4.7524
H  4.6276  -9.0998  -4.7356
H  3.1252  -9.6663  -5.5026
H  3.4859  -9.1305  -2.5024
H  3.4409  -10.7407  -3.2470
H  1.3325  -10.2211  -4.0064
C  5.6598  -4.1333  2.6574
C  6.8976  -3.4861  2.0718
O  6.9481  -2.1153  2.4389
H  4.7563  -3.6260  2.3035
H  5.6035  -5.1896  2.3798
H  5.6615  -4.0552  3.7495
H  6.8812  -3.5468  0.9797
H  7.8058  -3.9796  2.4312
H  6.9709  -2.0726  3.4103

Forces on the atoms, in the same order (eV/Å):
C -0.4069 -1.0301 -0.7000
C 0.8104 -0.3959 0.8447
C 0.1526 0.8396 -1.1243
C 0.3338 -0.5165 0.6978
C -1.0516 0.9531 0.6063
C -2.2285 0.7911 1.2486
C -1.1613 -4.3103 -0.6686
C 2.1473 -4.0889 -2.7538
C 2.1566 2.6170 -0.6115
C -0.0288 0.7382 0.2996
N 5.8612 0.6642 -3.1620
C 0.4119 3.2524 0.7058
C -1.0048 2.3595 1.2309
N -5.8132 -3.0602 2.8206
C -0.3160 1.1671 0.4173
H -0.5639 1.0876 -1.8916
H 0.4661 1.9627 1.5932
H 2.0495 -0.8140 -0.4956
H -2.3624 0.7805 -0.8515
H -0.0407 0.9051 2.4895
H -1.5057 -1.0696 -2.0568
H -1.0959 -1.1314 1.9918
H 1.0228 0.8344 -1.9741
H -0.2367 -2.3752 0.1202
H -1.0134 1.5403 1.6216
H 0.3718 -2.5120 1.2881
H -0.4228 -2.4950 -0.5017
H 1.3027 -2.0454 -1.6898
H 2.3721 0.4688 -1.3807
H 0.8559 2.7143 0.4343
H -1.3030 2.0528 1.5408
C 0.0255 -0.0590 -0.2184
C -0.2371 0.2308 -0.1254
O -0.1843 0.3708 0.0606
H -0.0907 -0.1940 0.0606
H -0.0327 0.1073 -0.0096
H -0.0046 -0.1198 -0.0050
H -0.0671 0.1574 0.1823
H 0.0196 -0.2427 -0.0624
H 0.3410 -0.1550 0.0257
C 0.0187 0.1859 -0.1877
C 0.0150 -0.3551 -0.1975
O 0.1650 -0.1872 -0.0410
H 0.1209 0.0235 0.1072
H -0.0377 -0.0741 -0.0658
H 0.0981 0.0778 0.0639
H -0.1049 -0.2059 0.0288
H 0.1144 0.1702 -0.0078
H -0.0348 0.3711 0.3760
C -0.1946 -0.0700 0.1785
C -0.2789 -0.0260 -0.2460
O 0.1215 -0.0643 -0.4090
H 0.0855 0.1170 0.0745
H -0.0568 -0.0153 -0.1049
H -0.0088 0.1110 0.0909
H 0.0886 -0.0304 -0.2367
H -0.0749 0.0633 0.2019
H 0.2788 -0.0781 0.4214
C 0.1962 -0.1633 0.0094
C -0.1524 -0.1970 0.2679
O -0.3893 0.0342 0.0410
H 0.0733 0.1384 0.0432
H -0.0902 -0.0636 0.0290
H 0.1181 0.0747 0.0105
H -0.2455 0.0280 0.0256
H 0.2281 0.0101 -0.0087
H 0.2804 0.1057 -0.4482
C 0.0425 -0.0968 -0.2781
C -0.3243 0.2304 -0.0734
O -0.0656 0.2684 0.2433
H -0.0379 -0.1228 0.0930
H -0.0636 0.0815 0.0274
H -0.0097 -0.1162 -0.0012
H -0.0508 0.1795 0.1485
H 0.0400 -0.2157 -0.1314
H 0.4612 -0.1890 -0.0021
C -0.0506 0.0343 0.2564
C -0.1285 0.3208 -0.0480
O -0.1195 0.0562 -0.3996
H 0.1725 -0.0232 -0.0006
H -0.0828 0.0399 -0.0576
H 0.1184 -0.0137 0.0599
H -0.0612 0.1000 -0.2136
H 0.1081 -0.0189 0.1937
H 0.0701 -0.4830 0.2460
C -0.2077 -0.0669 0.1047
C 0.0281 -0.3378 0.0726
O 0.4818 0.0212 -0.1971
H -0.0102 0.0280 -0.1680
H 0.0646 -0.0535 0.0354
H -0.0786 0.0436 -0.0585
H 0.2460 -0.0488 0.0019
H -0.2253 0.0359 -0.0717
H -0.1531 0.3378 0.2953
C 0.1767 0.1541 -0.0975
C -0.0762 -0.0813 -0.3475
O -0.3753 -0.1287 -0.0596
H 0.0993 -0.1132 0.0864
H -0.0848 0.0050 -0.0779
H 0.1204 -0.0381 0.0632
H -0.2321 -0.0976 -0.0319
H 0.2157 0.0491 0.0487
H 0.1608 0.2912 0.4229
C -0.1994 -0.1485 -0.0665
C -0.1373 -0.0551 0.3582
O 0.1525 0.2978 0.1756
H 0.1396 -0.0950 -0.0469
H -0.0518 0.0675 0.0761
H 0.0758 -0.0988 -0.0602
H 0.0494 0.1815 0.1440
H -0.0007 -0.1879 -0.1277
H -0.0593 0.0460 -0.5504

Atomic partial charges in e from the Löwdin method, atoms 1 to 5: C -0.13; C -0.24; C -0.22; C -0.22; C -0.17

***

Look up the gap between HOMO and LUMO of the first one. 6.739 eV